Here is a single C20H16N4 molecule from the Open Molecules 2025 dataset. Energies are from ωB97M-V/def2-TZVPD.

Last column: Mulliken charge in e.
Cartesian coordinates (Å):
N1 2.94254 0.04927 -1.49963  -0.74
N2 1.91980 -0.43909 -0.90086  -0.33
C1 2.55701 3.67573 -2.96443  -0.44
C2 0.41788 0.29191 4.07709  -0.66
C3 -3.03780 -2.90590 -1.23871  -0.44
C4 1.23717 3.83839 -2.68265  -0.50
C5 0.59479 1.43916 3.31639  -0.95
C6 -2.95068 -1.77969 -2.08699  -0.89
C7 3.16582 2.39348 -2.61438  -0.60
C8 0.06977 -0.89237 3.39943  -0.56
C9 -2.30684 -2.97839 -0.03541  -0.70
C10 0.47648 2.75323 -2.06331  -0.42
C11 0.26523 1.39051 1.95943  -0.03
C12 -2.04306 -0.72713 -1.74860  -0.11
C13 2.47215 1.29836 -2.03410  0.27
C14 -0.20994 -0.83421 2.03231  0.34
C15 -1.44072 -1.95286 0.24244  0.47
C16 1.15427 1.49828 -1.59979  0.74
C17 -0.10511 0.30524 1.32586  -0.38
C18 -1.25474 -0.80395 -0.60873  -0.23
N3 -0.58529 -2.00681 1.39714  0.13
N4 0.80533 0.40082 -0.90427  0.84
C19 -0.17980 -3.29611 2.01989  -1.51
C20 -0.41659 0.30062 -0.17488  0.39
H1 3.19692 4.52749 -3.40820  0.28
H2 0.59890 0.34686 5.15848  0.37
H3 -3.63595 -3.80138 -1.33680  0.37
H4 0.70622 4.80539 -2.89747  0.31
H5 0.85586 2.39734 3.71239  0.40
H6 -3.56920 -1.60780 -3.00224  0.33
H7 4.09943 2.08175 -2.94025  0.42
H8 -0.16654 -1.79646 3.96892  0.31
H9 -2.44293 -3.77930 0.69539  0.48
H10 -0.52601 2.97457 -1.74920  0.34
H11 0.28928 2.31496 1.35363  0.35
H12 -1.80289 0.20594 -2.34350  0.35
H13 -0.73019 -3.57294 2.84444  0.40
H14 -0.24966 -4.08883 1.23274  0.51
H15 0.83313 -3.22392 2.35081  0.51
H16 -1.00403 1.19784 -0.25238  0.58

Force components x, y, z for each atom (eV/Å):
-2.668 1.542 -0.666
-0.309 -0.791 1.196
3.407 -1.681 0.068
0.530 -0.191 -0.364
0.363 0.442 0.623
-3.133 -1.390 1.379
-0.716 -0.221 -0.535
0.263 0.563 -0.210
-2.140 0.642 -0.651
-0.428 0.845 1.021
-0.234 0.485 -0.867
2.295 -0.256 0.702
1.127 4.261 0.985
0.368 0.109 -0.027
0.298 1.541 0.830
0.052 -2.940 1.412
2.458 1.318 1.041
-0.573 3.491 -2.506
-1.099 -1.682 -2.552
-2.413 -2.962 0.466
-0.659 -1.309 -0.418
2.179 0.992 -1.838
0.134 0.619 -3.346
0.604 -0.176 2.343
-1.122 -1.719 0.716
-0.154 -0.338 -0.513
-0.553 0.387 -0.927
0.528 -1.217 0.228
0.201 0.225 0.476
0.573 -0.672 0.950
2.112 0.328 -0.497
0.331 0.373 -0.276
0.030 0.148 -0.513
-0.376 -0.111 -0.031
0.244 -0.275 0.523
-1.005 -1.305 0.192
-1.674 -0.632 1.810
0.094 0.647 0.724
0.827 0.175 -0.002
0.239 0.736 -0.944

## Properties
Gap between HOMO and LUMO in Ha: 0.2951
Max |F| in eV/A: 4.52
SMILES string: CN1c2ccccc2C(n2nnc3ccccc32)c2ccccc21
Spin multiplicity: 1
LUMO level in eV: 0.35
Molecular weight in g/mol: 312.38
Charge: 0

---

Here is a single C20H16N4O6S2 molecule from the Open Molecules 2025 dataset. Energies are from ωB97M-V/def2-TZVPD.

Last column: Mulliken charge in e.
Cartesian coordinates (Å):
C1 5.52989 -0.74707 -0.25610  -1.19
C2 5.52458 -2.11152 -0.90326  0.25
C3 5.27976 -3.24691 0.06338  -1.31
H1 5.22484 -4.19526 -0.46676  0.37
H2 4.35033 -3.07107 0.60115  0.19
H3 6.09216 -3.30450 0.78563  0.46
H4 6.41783 -2.28491 -1.50327  0.51
S1 4.18933 -2.14447 -2.17277  1.40
O1 3.36154 -0.97117 -2.15577  -0.63
O2 4.77290 -2.50739 -3.42900  -0.72
C4 3.03421 -3.52319 -1.77008  0.05
N1 3.11539 -4.63440 -2.39568  -0.54
S2 1.74032 -5.55052 -2.23107  0.00
C5 0.94661 -4.31509 -1.28351  0.56
N2 -0.23681 -4.35653 -0.82067  -0.64
C6 -0.77074 -3.27240 -0.14506  0.15
O3 -1.88106 -3.34131 0.32833  -0.58
C7 0.09580 -2.06197 -0.04484  0.47
C8 -0.32497 -0.78680 0.18681  -0.28
C9 -1.60847 -0.22837 0.39519  -0.52
C10 -2.89767 -0.71137 0.57404  -0.54
C11 -3.72375 0.40328 0.72424  -0.81
C12 -2.90851 1.51942 0.63917  0.72
C13 -3.21410 2.93167 0.72864  0.68
C14 -4.52011 3.36635 0.95308  -0.57
C15 -4.79485 4.72458 1.03480  0.27
C16 -3.77013 5.65969 0.89308  -0.65
C17 -2.47460 5.23072 0.66980  -0.60
C18 -2.19491 3.87976 0.58791  -0.79
H5 -1.18528 3.54145 0.41197  0.47
H6 -1.67880 5.95148 0.55872  0.41
H7 -4.01298 6.70885 0.96113  0.47
C19 -6.17118 5.22058 1.27255  0.36
O4 -6.47193 6.38434 1.35806  -0.59
O5 -7.07869 4.23938 1.38835  -0.44
H8 -7.95658 4.62264 1.54111  0.35
H9 -5.32254 2.65635 1.06508  0.51
O6 -1.63807 1.13509 0.44479  -0.35
H10 -4.78263 0.39184 0.87963  0.52
H11 -3.17927 -1.74308 0.59745  0.71
H12 0.44323 -0.01806 0.14103  0.58
C20 1.53816 -2.25769 -0.22111  0.39
N3 2.49739 -1.69081 0.38384  -0.41
H13 2.20772 -0.96336 1.02872  0.22
N4 1.86267 -3.29246 -1.10489  0.16
H14 5.67177 0.02655 -1.00587  0.37
H15 4.57391 -0.58299 0.23192  0.13
H16 6.32829 -0.67935 0.48007  0.44

Force components x, y, z for each atom (eV/Å):
-0.067 0.207 -0.089
-0.595 -0.082 -0.206
0.099 -0.223 0.137
0.049 -0.151 0.077
0.047 -0.082 0.069
0.085 0.022 0.006
-0.069 -0.012 -0.090
0.133 0.231 -0.570
0.034 0.047 0.237
0.301 -0.423 0.086
0.535 -0.176 -0.595
0.780 0.338 -0.200
-0.222 0.322 0.296
-0.101 0.057 0.134
-0.301 -0.701 -0.194
0.239 0.184 -0.022
-0.101 0.170 0.081
-0.445 0.449 0.089
0.325 -0.333 -0.214
-0.906 -0.841 0.177
0.704 0.138 -0.098
0.408 0.802 -0.052
-0.713 -0.947 0.083
0.257 0.537 -0.024
0.183 0.057 -0.028
0.279 -0.129 -0.053
-0.191 -0.082 0.030
-0.045 0.061 0.012
-0.162 -0.214 0.019
0.080 -0.004 -0.014
0.056 0.056 -0.009
-0.019 0.077 0.005
-0.314 0.524 0.072
0.090 -0.053 -0.018
-0.164 -0.514 0.009
0.256 0.180 -0.035
-0.079 -0.078 0.011
0.065 0.491 -0.012
-0.223 0.063 0.037
0.045 -0.123 0.012
0.030 -0.048 0.008
0.304 0.594 1.023
-0.070 -0.150 -0.218
-0.273 -0.086 0.007
-0.534 -0.313 -0.083
0.054 0.147 0.029
0.055 0.081 0.062
0.100 -0.070 0.015

## Properties
Gap between HOMO and LUMO in Ha: 0.2572
Max |F| in eV/A: 1.25
SMILES string: [H]/N=C1\C(=C\c2ccc(-c3cccc(C(=O)O)c3)o2)C(=O)N=C2SN=C(S(=O)(=O)C(C)C)N21
Spin multiplicity: 1
LUMO level in eV: -1.25
Molecular weight in g/mol: 472.50
Charge: 0

---

- What is the molecular weight in the second record?
  472.50 g/mol

---

- Among the records above, which one has the lowest max |F|?
  C20H16N4O6S2